[1]
The following is a quantum chemistry calculation of a cluster of 3 separate species, C2H11NO2 in total in a non-equilibrium geometry, from the Open Molecules 2025 dataset.

CARTESIAN COORDINATES (ANGSTROEM)
C  -0.691  -2.722  -0.007
N  0.702  -2.407  0.369
C  0.623  -1.436  1.513
H  -0.959  -3.549  0.882
H  -1.562  -2.012  0.028
H  -0.772  -3.295  -0.952
H  1.167  -2.073  -0.533
H  0.041  -0.569  1.366
H  1.712  -1.227  1.802
H  0.341  -1.963  2.329
O  -4.076  1.786  -2.344
H  -3.216  1.714  -2.577
H  -4.317  2.297  -1.544
O  3.566  4.779  -0.187
H  3.530  5.282  0.727
H  3.911  5.395  -0.871

The calculation puts the orbital gap at 9.8 eV. The value obtained for the energy above the lowest of the compared OMol25 structures with the same formula, charge and spin is 237.55 kJ/mol. As for the HOMO energy: -0.329 hartree. The charge is 0.


[2]
The following is a quantum chemistry calculation of a cluster of 3 separate species, C2H11NO2 in total in a non-equilibrium geometry, from the Open Molecules 2025 dataset.

CARTESIAN COORDINATES (ANGSTROEM)
C  -1.007  1.205  0.789
C  -0.847  -0.348  0.651
N  0.570  -0.760  0.850
H  -1.390  1.417  1.788
H  -1.833  1.607  0.200
H  -0.053  1.623  0.485
H  -1.134  -0.576  -0.368
H  -1.459  -0.836  1.402
H  1.069  0.099  1.085
H  1.020  -1.071  0.007
O  1.654  -2.676  2.865
H  1.356  -3.593  2.804
H  1.246  -2.135  2.174
O  0.163  1.688  -4.870
H  -0.255  2.298  -5.471
H  0.901  2.057  -4.393

The calculation puts the orbital gap at 10.6 eV. The value obtained for the energy above the lowest of the compared OMol25 structures with the same formula, charge and spin is 84.83 kJ/mol. As for the HOMO energy: -0.364 hartree. The charge is 0.


[3]
The following is a quantum chemistry calculation of a cluster of 3 separate species, C2H11NO2 in total in a non-equilibrium geometry, from the Open Molecules 2025 dataset.

CARTESIAN COORDINATES (ANGSTROEM)
C  1.006  -2.302  -0.337
N  1.002  -2.466  1.103
C  0.026  -1.600  1.736
H  0.149  -2.795  -0.805
H  0.896  -1.274  -0.704
H  1.934  -2.720  -0.726
H  1.894  -2.269  1.506
H  -0.056  -0.558  1.402
H  0.074  -1.667  2.821
H  -0.993  -1.982  1.565
O  -4.786  1.177  -2.016
H  -4.367  1.359  -1.176
H  -5.173  0.303  -2.099
O  2.803  5.310  -0.505
H  3.537  5.894  -0.713
H  2.053  5.589  -1.051

The calculation puts the orbital gap at 9.7 eV. The value obtained for the energy above the lowest of the compared OMol25 structures with the same formula, charge and spin is 118.58 kJ/mol. As for the HOMO energy: -0.326 hartree. The charge is 0.